41
Properties=species:S:1:pos:R:3:forces:R:3 method="wB97M-V/def2-TZVPD" homo_lumo_gap_ev=6.9333 total_energy_ha=-1342.6130 charge=+2 homo_ev=-14.93 relative_energy_kcal_mol=0.0
Mg 1.9500 -1.3206 -0.8207 -1.1 -0.2 0.0
O 2.0380 -1.9939 2.4405 -0.7 0.2 -6.3
O 0.8414 0.1363 -0.5002 1.1 -1.5 0.1
O -1.5744 -2.4437 -0.5359 1.6 0.1 -0.4
O 1.0856 -1.5958 -4.0467 0.9 -0.5 5.2
O 1.7787 -5.0348 -1.0367 -0.1 4.0 0.3
N -1.7087 2.2863 0.2605 -0.3 1.3 0.1
N -1.1855 1.0471 0.2972 0.4 -1.5 0.3
C 0.0866 1.1224 -0.2633 -1.2 1.4 0.2
C -3.4665 -2.1218 2.0406 0.2 0.1 -0.1
C -0.8339 3.1533 -0.2616 0.2 -0.3 0.1
C 1.7982 -3.8892 -0.9659 0.5 -4.1 -0.4
C -1.9766 -0.0196 0.9421 0.2 -0.5 -0.7
C -0.4793 -2.1685 -0.5568 -1.7 -1.0 0.0
C -3.0102 2.5965 0.7857 -0.9 0.4 0.4
C 6.7911 -1.8925 -1.6359 -0.4 0.5 0.1
C 0.3104 2.4601 -0.5888 -0.1 -0.5 0.1
C -3.9697 -1.4008 0.9496 0.2 0.2 0.2
C -1.0971 4.5896 -0.4409 0.1 0.2 -0.2
C 6.6069 -0.5623 -1.5276 -0.3 -0.6 0.0
C -3.2253 -0.3600 0.3867 0.3 0.2 0.3
C 1.3328 -1.6716 -2.9177 -0.8 0.8 -6.0
C -1.4443 -0.7778 1.9973 -0.1 0.7 -0.4
C 1.9430 -1.9275 1.2765 1.1 -0.1 7.2
C -2.2018 -1.8114 2.5547 -0.1 0.0 -0.2
H 6.7271 -2.4032 -2.6095 0.2 0.3 0.5
H 6.6574 -0.0547 -0.5518 0.1 -0.2 -0.6
H 6.3851 0.0587 -2.4095 0.3 -0.3 0.5
H -3.1451 3.6727 0.7265 0.1 0.0 0.0
H -3.1304 2.3204 1.8368 0.2 -0.1 -0.2
H -4.0525 -2.9391 2.4743 0.3 0.4 -0.2
H -1.7993 -2.3732 3.3950 -0.1 0.1 -0.2
H -4.9456 -1.6462 0.5305 0.3 0.0 0.1
H -0.2153 5.0313 -0.8947 0.0 0.1 0.0
H -1.9374 4.7475 -1.1121 -0.1 0.1 0.0
H 1.2000 2.8303 -1.0554 0.1 0.2 -0.1
H -3.8152 2.1399 0.2090 0.2 0.1 0.0
H -1.2681 5.0822 0.5119 -0.1 0.1 0.1
H -3.6016 0.1761 -0.4922 0.2 -0.3 0.4
H -0.4477 -0.5257 2.3613 -0.3 0.0 0.1
H 6.9992 -2.5168 -0.7528 0.0 0.4 -0.5